DFT (ωB97M-V with the def2-TZVPD basis set) results for the molecule C16H16N6O at a distorted geometry.

The energy above the lowest of the compared OMol25 structures with the same formula, charge and spin comes out at 164.4 kJ/mol. Its spin multiplicity is 1. The charge is 0. The frontier orbital gap is 8.06 eV. The electronic energy comes out at -27837.94932 eV. Its HOMO energy is -0.270 Ha. For the lowest unoccupied orbital energy, the calculation gives 0.71 eV. As for the structure (SMILES): [H]/N=C(\N)Nc1ccc(-c2coc3ccc(N/C=N/N)cc23)cc1.

Atoms and positions in Å:
N: -2.620 -1.867 -6.074
N: 0.540 -1.324 5.741
O: 2.427 2.885 1.101
C: -2.040 -0.933 -5.458
C: 2.141 2.491 -0.195
C: 1.334 1.395 -0.236
C: -0.593 -1.418 5.103
C: 1.637 1.957 3.318
C: 0.679 -0.729 -1.500
C: 0.528 1.419 -2.661
C: 0.096 -1.343 -2.601
C: -0.067 0.791 -3.722
C: 0.871 1.004 3.936
C: 0.249 0.070 1.815
C: 1.751 1.979 1.905
C: 0.832 0.702 -1.464
C: 1.037 1.025 1.141
C: -0.341 -0.582 -3.691
C: 0.157 0.032 3.213
N: 0.672 -1.968 6.961
N: -2.668 0.269 -5.387
N: -0.934 -1.258 -4.720
N: -0.751 -0.791 3.864
H: -3.555 -1.676 -6.411
H: 2.444 3.045 -1.063
H: -1.393 -1.998 5.578
H: 2.085 2.762 3.892
H: 0.959 -1.316 -0.637
H: 0.746 2.495 -2.736
H: -0.104 -2.414 -2.614
H: -0.295 1.382 -4.598
H: 0.661 1.097 4.991
H: -0.365 -0.616 1.206
H: 1.620 -2.166 7.345
H: -0.071 -2.648 7.177
H: -2.218 0.973 -4.866
H: -3.170 0.507 -6.208
H: -0.690 -2.213 -4.811
H: -1.588 -1.020 3.365

DFT (ωB97M-V with the def2-TZVPD basis set) results for a cluster of 2 separate species, C4H13NOS in total at a distorted geometry.

The energy above the lowest of the compared OMol25 structures with the same formula, charge and spin comes out at 191.3 kJ/mol. Its spin multiplicity is 1. The charge is 0. The frontier orbital gap is 9.45 eV. The electronic energy comes out at -18730.02832 eV. Its HOMO energy is -0.324 Ha. For the lowest unoccupied orbital energy, the calculation gives 0.64 eV. As for the structure (SMILES): CCNCCS.O.

Atoms and positions in Å:
C: -0.971 0.808 -1.456
N: -0.172 1.199 -0.258
C: -0.458 1.271 1.146
C: -1.031 -0.001 1.845
S: 0.592 -0.924 1.941
C: -0.512 -0.504 -2.118
H: -1.283 1.598 -2.190
H: -1.974 0.370 -0.993
H: 0.731 0.754 -0.391
H: 0.380 1.668 1.710
H: -1.147 2.120 1.387
H: -1.654 -0.612 1.247
H: -1.475 0.135 2.827
H: 0.340 -1.926 1.097
H: -0.636 -1.272 -1.359
H: 0.439 -0.347 -2.646
H: -1.203 -0.724 -2.949
H: 3.123 -1.848 0.038
H: 3.152 -0.548 0.723
O: 3.757 -1.216 0.398

DFT (ωB97M-V with the def2-TZVPD basis set) results for a cluster of 12 separate species, C27H84N7O11 in total at a distorted geometry.

Its spin multiplicity is 1. The charge is -1. The frontier orbital gap is 5.19 eV. The electronic energy comes out at -62306.01121 eV. Its HOMO energy is -0.134 Ha. For the lowest unoccupied orbital energy, the calculation gives 1.55 eV.

Atoms and positions in Å:
N: -0.471 0.354 -5.026
H: -0.160 0.984 -5.752
H: -1.425 0.596 -4.801
H: 0.083 0.438 -4.186
H: -0.354 -0.576 -5.401
C: 1.178 -0.231 -0.835
O: 1.892 0.099 -1.994
H: 1.169 0.603 -0.133
H: 0.153 -0.570 -0.982
H: 1.662 -1.051 -0.304
C: -0.502 -4.339 -4.922
C: -0.725 -3.939 -6.405
O: 0.149 -2.897 -6.844
H: -0.847 -3.552 -4.252
H: 0.521 -4.597 -4.648
H: -0.960 -5.292 -4.658
H: -1.775 -3.652 -6.464
H: -0.647 -4.799 -7.070
O: 3.099 3.662 -3.195
H: 2.487 4.361 -2.965
H: 2.777 2.896 -2.721
O: 3.380 -2.229 -4.911
H: 2.579 -2.461 -5.380
H: 3.087 -1.651 -4.207
O: 5.460 1.193 -4.210
H: 6.151 0.539 -4.320
H: 4.788 0.748 -3.695
C: -5.276 0.661 -2.677
C: -5.631 0.986 -4.157
C: -7.082 1.618 -4.328
O: -7.477 1.732 -5.714
C: -7.514 3.052 -6.151
N: -4.523 1.749 -4.699
H: -4.331 0.132 -2.557
H: -6.093 0.166 -2.153
H: -5.194 1.631 -2.187
H: -5.486 0.057 -4.709
H: -7.212 2.540 -3.761
H: -7.778 0.908 -3.879
H: -6.763 3.710 -5.715
H: -8.416 3.502 -5.735
H: -7.455 3.101 -7.238
H: -4.745 2.112 -5.615
H: -4.442 2.610 -4.178
C: -0.295 5.032 -0.366
C: -0.908 4.812 -1.678
C: -2.366 5.085 -1.551
O: -2.968 5.098 -2.798
C: -4.093 5.924 -2.924
N: -0.285 5.681 -2.714
H: -0.836 4.389 0.328
H: -0.348 6.073 -0.048
H: 0.784 4.883 -0.410
H: -0.838 3.767 -1.979
H: -2.480 6.013 -0.991
H: -2.849 4.323 -0.939
H: -3.942 6.973 -2.672
H: -4.987 5.611 -2.384
H: -4.308 5.781 -3.983
H: -0.896 5.684 -3.518
H: -0.381 6.603 -2.314
C: 5.487 1.851 2.586
C: 5.687 2.833 1.453
C: 6.739 3.835 1.879
O: 6.298 4.593 2.957
C: 7.328 5.475 3.506
N: 6.063 2.158 0.220
H: 4.908 1.020 2.186
H: 4.909 2.289 3.399
H: 6.413 1.496 3.037
H: 4.721 3.321 1.321
H: 6.976 4.558 1.099
H: 7.654 3.326 2.182
H: 7.586 6.265 2.801
H: 8.154 4.881 3.896
H: 6.872 6.000 4.346
H: 5.351 1.479 -0.009
H: 6.818 1.516 0.411
C: -3.707 -4.406 0.431
C: -2.517 -5.271 0.786
C: -2.261 -5.450 2.337
O: -1.857 -4.216 2.982
C: -0.541 -3.839 2.605
N: -2.831 -6.560 0.221
H: -3.621 -3.434 0.917
H: -4.642 -4.762 0.864
H: -3.956 -4.332 -0.628
H: -1.673 -4.860 0.234
H: -1.455 -6.142 2.584
H: -3.144 -5.796 2.874
H: 0.126 -4.700 2.642
H: -0.191 -3.135 3.360
H: -0.452 -3.425 1.601
H: -2.952 -6.467 -0.778
H: -1.967 -7.009 0.490
C: -5.220 -0.923 7.554
C: -3.801 -0.273 7.319
C: -3.479 -0.123 5.799
O: -2.228 0.593 5.673
C: -1.918 0.862 4.348
N: -3.706 1.054 7.920
H: -5.448 -0.769 8.609
H: -5.270 -1.979 7.286
H: -6.041 -0.424 7.041
H: -3.095 -0.946 7.806
H: -4.284 0.470 5.366
H: -3.479 -1.156 5.450
H: -1.004 1.452 4.268
H: -2.769 1.377 3.903
H: -1.729 -0.001 3.709
H: -4.459 1.629 7.571
H: -2.838 1.477 7.622
C: 6.298 -3.351 4.038
C: 5.164 -4.231 3.522
C: 5.805 -5.254 2.462
O: 6.363 -4.604 1.282
C: 5.442 -3.870 0.512
N: 4.811 -5.062 4.655
H: 6.650 -2.744 3.204
H: 7.163 -3.980 4.247
H: 6.162 -2.794 4.965
H: 4.228 -3.744 3.251
H: 5.012 -5.898 2.081
H: 6.607 -5.883 2.848
H: 5.234 -2.932 1.027
H: 4.468 -4.360 0.501
H: 5.933 -3.753 -0.454
H: 5.606 -5.068 5.278
H: 4.164 -4.526 5.215

DFT (ωB97M-V with the def2-TZVPD basis set) results for the molecule C17H19F3N2O5.

Its spin multiplicity is 1. The charge is 0. The frontier orbital gap is 9.57 eV. The electronic energy comes out at -39309.19722 eV. Its HOMO energy is -0.322 Ha. For the lowest unoccupied orbital energy, the calculation gives 0.81 eV. As for the structure (SMILES): CCOC(=O)[C@@](NC(=O)c1ccc(OC)cc1)(N1CCCC1=O)C(F)(F)F.

Atoms and positions in Å:
C: -4.332 -3.335 -0.575
C: -4.068 -2.047 -1.337
H: -3.467 -2.237 -2.231
H: -4.998 -1.546 -1.609
O: -3.371 -1.094 -0.519
C: -2.072 -1.238 -0.426
O: -1.398 -2.124 -0.874
C: -1.457 -0.143 0.513
N: -1.948 1.139 0.100
C: -1.981 1.399 -1.231
O: -1.772 0.558 -2.079
C: -2.311 2.861 -1.408
H: -1.378 3.378 -1.643
C: -2.859 3.278 -0.044
H: -3.942 3.150 -0.025
H: -2.627 4.311 0.203
C: -2.201 2.301 0.937
H: -1.254 2.680 1.333
H: -2.864 2.047 1.765
H: -3.005 3.014 -2.232
N: -0.030 -0.325 0.421
C: 0.940 0.591 0.728
O: 0.692 1.698 1.160
C: 2.322 0.111 0.489
C: 3.314 1.070 0.308
C: 4.629 0.710 0.087
C: 4.981 -0.637 0.061
C: 3.991 -1.603 0.266
C: 2.681 -1.238 0.473
H: 1.946 -2.008 0.654
H: 4.285 -2.641 0.259
O: 6.234 -1.111 -0.143
C: 7.283 -0.193 -0.345
H: 8.178 -0.796 -0.484
H: 7.116 0.418 -1.238
H: 7.418 0.460 0.523
H: 5.368 1.482 -0.058
H: 3.033 2.112 0.340
H: 0.219 -1.144 -0.126
C: -1.915 -0.489 1.946
F: -3.238 -0.365 2.115
F: -1.337 0.260 2.885
F: -1.613 -1.763 2.234
H: -4.921 -4.007 -1.192
H: -3.393 -3.821 -0.323
H: -4.877 -3.123 0.342

Q: Among the records above, which one has the highest lowest unoccupied orbital energy?
A: C27H84N7O11

Q: charge of number 4 (C17H19F3N2O5)?
A: 0

Q: Look up the electronic energy of the second one.
A: -18730.02832 eV

Q: Number 3 is which compound?
A: C27H84N7O11